No. 1
{
  "formula": "C46H52BF2Ge2N7OS3Sr",
  "method": "wB97M-V/def2-TZVPD",
  "species": ["Sr", "F", "C", "C", "C", "C", "C", "F", "C", "C", "C", "C", "C", "C", "N", "H", "H", "H", "H", "H", "H", "C", "N", "C", "C", "N", "B", "N", "C", "C", "N", "C", "C", "S", "C", "S", "H", "H", "H", "H", "H", "H", "H", "H", "H", "H", "H", "H", "C", "C", "N", "C", "C", "C", "S", "N", "C", "O", "C", "C", "C", "C", "C", "C", "H", "H", "H", "H", "H", "H", "H", "H", "H", "H", "H", "H", "H", "H", "H", "C", "Ge", "C", "C", "Ge", "C", "C", "C", "C", "C", "C", "C", "C", "C", "C", "C", "C", "H", "H", "H", "H", "H", "H", "H", "H", "H", "H", "H", "H", "H", "H", "H", "H", "H", "H", "H"],
  "coordinates": [[-0.699, -0.161, 0.341], [1.232, 5.367, 1.788], [0.543, 4.264, 2.192], [0.430, 3.178, 1.358], [-0.303, 2.040, 1.725], [-0.940, 2.084, 2.996], [-0.736, 3.188, 3.827], [-1.258, 3.251, 5.093], [-0.005, 4.295, 3.458], [-1.834, 0.947, 3.400], [-2.652, 0.940, 4.540], [-3.442, -0.156, 4.818], [-3.432, -1.252, 3.974], [-2.622, -1.179, 2.858], [-1.856, -0.122, 2.578], [0.923, 3.234, 0.391], [0.115, 5.139, 4.122], [-2.664, 1.790, 5.197], [-4.067, -0.153, 5.704], [-4.025, -2.137, 4.158], [-2.558, -2.017, 2.173], [2.476, -4.035, -0.528], [1.124, -4.534, -0.388], [0.598, -5.593, -1.100], [-0.647, -5.790, -0.622], [-0.884, -4.865, 0.369], [-2.185, -4.833, 1.199], [-3.250, -3.819, 0.592], [-4.481, -3.760, 1.209], [-5.221, -2.807, 0.604], [-4.431, -2.280, -0.393], [-4.818, -1.219, -1.304], [-3.220, -2.904, -0.399], [-1.985, -2.503, -1.528], [0.209, -4.088, 0.501], [0.415, -2.775, 1.597], [2.619, -3.257, 0.215], [2.630, -3.610, -1.520], [3.192, -4.839, -0.352], [1.154, -6.085, -1.877], [-1.402, -6.499, -0.905], [-2.683, -5.942, 1.137], [-1.963, -4.501, 2.337], [-4.719, -4.408, 2.033], [-6.220, -2.454, 0.785], [-5.847, -0.943, -1.079], [-4.738, -1.567, -2.333], [-4.166, -0.361, -1.174], [-2.440, 0.950, -5.691], [-1.497, 2.083, -5.323], [-0.488, 1.662, -4.354], [0.790, 1.246, -4.919], [1.760, 2.404, -5.081], [-0.742, 1.676, -3.028], [0.547, 1.297, -1.941], [-1.998, 2.083, -2.740], [-2.640, 1.781, -1.626], [-2.325, 0.942, -0.756], [-3.966, 2.467, -1.421], [-4.636, 3.100, -2.459], [-5.872, 3.690, -2.235], [-6.437, 3.664, -0.967], [-5.763, 3.042, 0.077], [-4.535, 2.439, -0.151], [-3.193, 1.288, -6.406], [-2.948, 0.586, -4.797], [-1.901, 0.113, -6.138], [-2.050, 2.922, -4.908], [-0.955, 2.439, -6.203], [0.574, 0.785, -5.887], [1.215, 0.476, -4.279], [1.340, 3.186, -5.716], [2.692, 2.065, -5.538], [1.990, 2.834, -4.107], [-4.180, 3.117, -3.439], [-6.397, 4.174, -3.049], [-7.398, 4.130, -0.791], [-6.191, 3.025, 1.072], [-3.998, 1.949, 0.650], [3.878, -3.114, 2.928], [3.671, -1.179, 2.938], [5.406, -0.446, 3.465], [2.341, -0.751, 4.305], [2.975, -0.191, 0.868], [4.016, -0.914, -0.636], [3.651, -0.754, -1.973], [4.437, -1.272, -2.995], [5.602, -1.966, -2.703], [5.979, -2.138, -1.379], [5.190, -1.618, -0.359], [3.442, 1.695, 0.929], [3.521, 2.371, 2.147], [3.871, 3.712, 2.199], [4.129, 4.407, 1.026], [4.035, 3.755, -0.195], [3.693, 2.411, -0.243], [4.079, -3.415, 3.959], [4.714, -3.435, 2.305], [2.963, -3.593, 2.590], [5.535, -0.642, 4.532], [5.481, 0.626, 3.292], [6.214, -0.939, 2.923], [2.713, -1.058, 5.285], [1.428, -1.309, 4.092], [2.087, 0.308, 4.339], [2.736, -0.232, -2.231], [4.131, -1.136, -4.026], [6.213, -2.372, -3.500], [6.885, -2.679, -1.134], [5.509, -1.776, 0.665], [3.288, 1.860, 3.074], [3.916, 4.222, 3.153], [4.378, 5.460, 1.064], [4.214, 4.297, -1.115], [3.614, 1.926, -1.208]],
  "lowdin_charge": [0.98, 0.03, -0.29, -0.10, -0.13, -0.16, -0.23, 0.01, 0.04, -0.20, -0.01, -0.07, -0.06, -0.14, -0.02, 0.07, 0.12, 0.10, 0.10, 0.10, 0.07, -0.03, -0.11, -0.06, -0.08, -0.03, -0.47, -0.01, -0.10, -0.06, -0.13, -0.03, -0.73, 0.57, -0.72, 0.56, 0.02, 0.10, 0.10, 0.11, 0.12, 0.07, 0.06, 0.12, 0.11, 0.09, 0.08, 0.06, -0.07, -0.22, -0.14, -0.26, -0.08, -0.69, 0.63, 0.11, -0.46, -0.28, -0.13, -0.03, -0.09, -0.10, -0.08, -0.02, 0.07, 0.07, 0.07, 0.10, 0.11, 0.11, 0.07, 0.07, 0.07, 0.06, 0.10, 0.09, 0.09, 0.10, 0.12, -0.26, 0.62, -0.25, -0.24, 0.91, -0.37, -0.13, -0.09, -0.10, -0.10, -0.13, -0.37, -0.14, -0.10, -0.10, -0.09, -0.13, 0.02, 0.01, -0.03, 0.02, 0.00, 0.01, 0.02, 0.00, 0.01, 0.03, 0.10, 0.09, 0.10, 0.07, 0.08, 0.10, 0.10, 0.10, 0.08],
  "relative_energy_kj_mol": 26.4,
  "s2": 0.7549,
  "energy_ev": -213516.284,
  "spin_multiplicity": 2,
  "e_homo_ev": [-4.60, -4.80],
  "gap_ev": [7.05, 6.10],
  "charge": -1
}


No. 2
{
  "formula": "C46H52BaClN7Se",
  "method": "wB97M-V/def2-TZVPD",
  "species": ["Ba", "C", "C", "C", "C", "C", "C", "C", "C", "C", "C", "C", "C", "C", "C", "C", "C", "N", "C", "C", "C", "N", "C", "C", "C", "N", "C", "C", "C", "C", "C", "C", "C", "C", "C", "C", "C", "C", "N", "C", "C", "H", "H", "H", "H", "H", "H", "H", "H", "H", "H", "H", "H", "H", "H", "H", "H", "H", "H", "H", "H", "H", "H", "H", "H", "H", "H", "H", "H", "H", "H", "H", "H", "H", "H", "H", "H", "H", "H", "H", "H", "H", "H", "H", "H", "N", "C", "C", "C", "C", "C", "C", "C", "C", "N", "C", "H", "H", "H", "H", "H", "H", "H", "H", "Cl", "Se", "C", "N"],
  "coordinates": [[-0.124, 0.609, -0.760], [-5.321, -1.576, 2.698], [-5.039, -2.040, 1.266], [-3.585, -1.920, 0.947], [-2.632, -2.893, 1.003], [-2.799, -4.327, 1.394], [-2.948, -5.240, 0.176], [-1.375, -2.251, 0.668], [-0.132, -2.875, 0.671], [1.115, -2.260, 0.628], [2.377, -2.933, 0.858], [2.555, -4.402, 1.076], [2.341, -4.765, 2.548], [3.328, -1.957, 0.916], [2.640, -0.698, 0.697], [3.236, 0.557, 0.785], [2.622, 1.805, 0.785], [1.309, 2.033, 0.582], [1.093, 3.357, 0.714], [-0.147, 3.981, 0.606], [-1.392, 3.370, 0.485], [-1.585, 2.037, 0.445], [-2.912, 1.809, 0.441], [-3.507, 0.555, 0.515], [-2.894, -0.690, 0.602], [-1.580, -0.937, 0.438], [-3.625, 3.073, 0.451], [-2.675, 4.050, 0.471], [-2.873, 5.534, 0.478], [-2.813, 6.121, 1.892], [-5.110, 3.210, 0.364], [-5.571, 2.958, -1.074], [2.341, 4.030, 1.028], [3.298, 3.060, 1.069], [4.750, 3.205, 1.389], [5.037, 2.871, 2.857], [2.485, 5.490, 1.311], [1.989, 5.831, 2.719], [1.323, -0.930, 0.503], [4.796, -2.131, 1.139], [5.549, -2.144, -0.193], [-6.381, -1.668, 2.936], [-5.021, -0.538, 2.820], [-4.752, -2.179, 3.405], [-5.614, -1.433, 0.564], [-5.358, -3.080, 1.150], [-3.680, -4.436, 2.035], [-1.929, -4.647, 1.975], [-3.848, -4.983, -0.376], [-3.012, -6.285, 0.483], [-2.099, -5.121, -0.493], [-0.136, -3.949, 0.817], [3.561, -4.706, 0.771], [1.842, -4.955, 0.461], [3.078, -4.258, 3.168], [2.429, -5.840, 2.707], [1.353, -4.443, 2.871], [4.308, 0.559, 0.939], [-0.152, 5.064, 0.664], [-4.588, 0.549, 0.560], [-3.842, 5.777, 0.032], [-2.098, 6.005, -0.134], [-3.605, 5.701, 2.510], [-2.933, 7.205, 1.864], [-1.858, 5.889, 2.359], [-5.423, 4.209, 0.686], [-5.583, 2.480, 1.029], [-5.244, 3.770, -1.720], [-6.657, 2.881, -1.132], [-5.133, 2.038, -1.452], [5.078, 4.229, 1.184], [5.331, 2.536, 0.749], [4.533, 3.580, 3.511], [6.107, 2.910, 3.063], [4.671, 1.875, 3.097], [1.911, 6.064, 0.579], [3.534, 5.785, 1.218], [0.951, 5.525, 2.834], [2.064, 6.902, 2.908], [2.582, 5.304, 3.464], [4.981, -3.071, 1.669], [5.178, -1.317, 1.761], [5.178, -2.951, -0.821], [6.618, -2.289, -0.034], [5.396, -1.205, -0.721], [-1.659, -2.224, -2.761], [-0.938, -2.639, -3.818], [-1.515, -3.204, -4.953], [-0.734, -3.746, -5.966], [0.637, -3.767, -5.887], [1.274, -3.186, -4.780], [2.676, -3.136, -4.636], [3.222, -2.471, -3.574], [2.361, -1.849, -2.654], [1.059, -1.925, -2.726], [0.497, -2.583, -3.753], [-2.548, -1.729, -2.893], [-1.109, -1.787, -2.031], [-2.592, -3.222, -5.038], [-1.220, -4.167, -6.837], [1.242, -4.208, -6.667], [3.297, -3.624, -5.379], [4.294, -2.401, -3.443], [2.759, -1.273, -1.832], [-3.490, 0.137, -2.539], [3.540, 3.045, -3.879], [2.255, 2.226, -3.027], [1.405, 1.671, -2.471]],
  "lowdin_charge": [1.93, -0.10, -0.20, -0.14, -0.14, -0.21, -0.10, -0.27, 0.04, -0.27, -0.15, -0.20, -0.10, -0.15, -0.28, 0.04, -0.26, -0.10, -0.26, 0.04, -0.26, -0.15, -0.29, -0.03, -0.30, -0.11, -0.13, -0.13, -0.20, -0.10, -0.20, -0.10, -0.13, -0.13, -0.19, -0.10, -0.19, -0.09, -0.09, -0.20, -0.10, 0.06, 0.07, 0.07, 0.11, 0.10, 0.10, 0.10, 0.07, 0.06, 0.07, 0.10, 0.10, 0.10, 0.07, 0.06, 0.07, 0.10, 0.10, 0.10, 0.10, 0.11, 0.07, 0.06, 0.06, 0.10, 0.10, 0.07, 0.06, 0.01, 0.10, 0.11, 0.06, 0.06, 0.07, 0.11, 0.10, 0.06, 0.06, 0.06, 0.10, 0.10, 0.07, 0.06, 0.07, 0.10, -0.25, -0.04, -0.12, -0.09, -0.17, -0.03, -0.05, -0.13, 0.12, -0.15, -0.08, 0.01, 0.10, 0.09, 0.09, 0.11, 0.09, 0.09, -0.22, 0.34, -1.06, -0.19],
  "relative_energy_kj_mol": 193.2,
  "energy_ev": -137545.695,
  "e_homo_ev": -1.68,
  "gap_ev": 5.71,
  "charge": -2
}